A 2-piece molecular cluster, H2 overall. Source: the OMol25 dataset; level of theory: ωB97M-V/def2-TZVPD.

```
2
H2 (ωB97M-V/def2-TZVPD)
H -0.56 0.27 0.39
H 0.56 -0.27 -0.39
```

molecular weight = 2.0 g mol⁻¹
E_HOMO = -11.57 eV
energy above the lowest of the compared OMol25 structures with the same formula, charge and spin = 2.960 eV
HOMO-LUMO gap = 11.274 eV

Löwdin analysis output, partial charges in e:
1 H 0.00
2 H 0.00